C30H24CoF5IN2O2 as an isolated structure in a non-equilibrium geometry, computed with the ωB97M-V functional and the def2-TZVPD basis.

## Properties
Charge: -2
ΔE to the lowest compared entry with this formula, charge and spin, kJ/mol: 156.1
Frontier orbital gap (spin up / spin down), eV: 4.947 / 4.383
2S+1: 4
HOMO (spin up / spin down), eV: -0.6 / 0.0
LUMO (spin up / spin down), hartree: 0.161 / 0.160
Max |F|, hartree/bohr: 0.0205

XYZ file:
```
65
Properties=species:S:1:pos:R:3:lowdin_charge:R:1
I 0.51779 4.05780 -2.20231 1.0241
Co 1.04810 1.55780 -1.45114 0.1260
F 3.05160 2.51170 -3.72640 -0.0130
F 0.59692 -1.44776 -2.75236 0.0232
F 4.57690 1.13044 -5.40241 0.0617
F 2.13290 -2.78779 -4.47317 0.0654
F 4.14764 -1.53109 -5.81735 0.0700
O 2.47249 1.17350 -0.12712 -0.1294
O -0.71907 -0.70397 4.09684 -0.0708
N -0.22760 1.96283 0.08451 -0.0196
N 3.52600 0.07333 3.09826 0.0669
C -0.03307 0.55797 4.08852 -0.2207
C 3.37943 -0.84648 -4.94582 -0.1692
C 2.76548 1.18332 -3.84556 -0.2533
C -1.62653 -2.59430 0.16747 -0.1563
C -2.55846 -4.79429 -0.26025 -0.1092
C 1.72325 0.61880 -3.10989 -0.0529
C 1.11081 0.77763 1.82112 -0.0353
C -2.64450 -3.41217 -0.32493 -0.0506
C 4.78527 0.23545 1.02841 -0.0564
C 1.16904 0.50606 3.19085 -0.1771
C -3.34357 3.88111 0.75504 -0.1531
C -3.33805 4.79478 -0.29554 -0.1720
C -2.20878 -0.61265 -1.29107 -0.0233
C 2.38457 0.18315 3.78024 -0.1674
C 1.57891 -0.73673 -3.38267 -0.2403
C -1.20038 2.86262 0.04387 -0.3711
C -2.22037 4.80264 -1.13135 -0.2209
C 2.35677 -1.46995 -4.25935 -0.1688
C -0.21901 0.89983 1.08517 -0.2880
C -1.44462 -5.40126 0.30286 -0.1240
C -2.84435 -0.66546 1.13320 -0.0254
C -1.20659 3.89235 -0.95180 -0.5755
C -1.75618 -1.06517 0.11933 -0.4676
C -0.52431 -3.21865 0.74722 -0.0122
C 2.34183 0.80183 1.09654 -0.3193
C 3.58088 0.50332 -4.73060 -0.1671
C -0.43069 -4.60234 0.80906 -0.0902
C -0.43159 -0.41494 0.39234 0.0305
C -2.31935 2.97563 0.93993 -0.0644
C 3.50472 0.36093 1.80360 -0.2804
H 0.38837 -0.74178 -0.24124 0.1078
H -2.13755 5.53451 -1.92571 0.0688
H 2.44471 -0.01588 4.84858 0.0874
H -4.15449 5.48947 -0.45140 0.0674
H -1.36925 -6.48180 0.33728 0.0856
H -2.28430 0.47572 -1.30186 0.0832
H -3.14098 0.37357 0.98525 0.0671
H 5.18292 1.22124 0.77099 0.0719
H 0.44474 -5.05945 1.25534 0.0954
H 0.26488 -2.60624 1.16515 0.1142
H -3.73083 -1.28963 0.99915 0.0751
H -3.36762 -5.40204 -0.65094 0.0883
H -1.47115 -0.91362 -2.03592 0.0720
H 0.30653 0.79623 5.10470 0.1034
H -2.37425 2.32772 1.80422 0.0739
H -3.52455 -2.96866 -0.77522 0.0995
H -4.16848 3.88371 1.46215 0.0836
H -2.47824 -0.80132 2.15211 0.0746
H -3.18255 -1.03228 -1.56262 0.0672
H -0.71482 1.35408 3.76996 0.1068
H 5.51593 -0.30489 1.63065 0.0573
H 4.60383 -0.28557 0.08659 0.0713
H -1.50721 -0.61048 4.63984 0.0702
H -0.99988 1.05756 1.82969 0.0855
```